Record 1
This record from OMol25 describes a 2-piece molecular cluster, C19H29N3O6 overall. The level of theory is ωB97M-V with the def2-TZVPD basis set.

Each line ends with the Mulliken charge.
CARTESIAN COORDINATES (ANGSTROEM)
C  3.2096  -4.5278  -2.0210  -1.4175
C  1.8158  -3.9534  -2.1909  1.6683
C  1.7623  -2.8669  -3.2415  -1.3287
C  0.8766  -5.0525  -2.6383  -1.7342
O  1.3826  -3.4741  -0.8288  -0.4293
C  2.0300  -2.4106  -0.3302  0.5939
N  1.9751  -2.4247  1.1513  -0.1713
N  1.8056  -1.3095  1.7207  0.1925
C  0.8002  -1.3084  2.7911  0.5256
O  0.2947  -2.2797  3.3149  -0.5502
O  0.5888  -0.0059  3.1009  -0.4088
C  -0.1915  0.2889  4.3306  1.6721
C  0.4749  -0.3308  5.5433  -1.5530
C  -1.6173  -0.2005  4.1809  -1.6336
C  -0.2121  1.7990  4.4977  -1.6902
O  2.6256  -1.5721  -0.9863  -0.6433
H  3.1491  -5.3532  -1.3002  0.3828
H  3.5962  -4.9236  -2.9686  0.4030
H  3.8996  -3.7647  -1.6414  0.2672
H  0.7286  -2.5213  -3.3727  0.3923
H  2.4032  -2.0288  -2.9624  0.1316
H  2.1010  -3.2641  -4.2115  0.4424
H  -0.1392  -4.6802  -2.7955  0.4122
H  1.2297  -5.4574  -3.5992  0.3825
H  0.8376  -5.8757  -1.9220  0.4032
H  1.4976  0.0517  5.6594  0.3289
H  -0.0916  -0.0624  6.4427  0.4404
H  0.4876  -1.4204  5.4543  0.3777
H  -2.0745  0.2616  3.2949  0.3915
H  -1.6235  -1.2916  4.0896  0.3712
H  -2.2047  0.0945  5.0622  0.4296
H  -0.6788  2.2924  3.6386  0.4012
H  -0.7960  2.0579  5.3921  0.3962
H  0.7959  2.2055  4.6312  0.3991
C  4.6888  1.7529  -1.3673  -1.4156
C  4.8187  0.3083  -0.9680  0.4373
O  4.6732  0.1976  0.4715  -0.3510
C  4.8057  -1.0604  0.9716  0.8073
C  4.3965  -1.1440  2.3368  -0.8380
N  4.8416  -2.1251  3.1787  0.3309
C  5.3987  -3.3126  2.7242  -0.2521
C  5.6548  -4.3514  3.6033  -0.6903
C  5.3731  -4.2051  4.9595  -0.2569
C  4.9213  -2.9710  5.4239  -0.5950
C  4.6905  -1.9271  4.5494  -0.1423
O  5.2603  -1.9912  0.2826  -0.7148
H  4.5141  1.7796  -2.4427  0.3910
H  3.8483  2.2379  -0.8701  0.3315
H  5.5957  2.3171  -1.1528  0.3594
H  4.0020  -0.2666  -1.4103  -0.0404
H  5.7848  -0.1080  -1.2771  0.2857
H  3.8696  -0.3042  2.7918  0.3291
H  5.5822  -3.3671  1.6556  0.6073
H  6.0935  -5.2541  3.1779  0.3703
H  5.5305  -5.0341  5.6457  0.3874
H  4.7585  -2.7721  6.4848  0.3622
H  4.3918  -0.9206  4.8291  0.4516

Its HOMO-LUMO gap is 5.71 eV. The total energy is -1356.97995 Eh. Its multiplicity is 1. The value obtained for the relative energy (zero: lowest compared OMol25 entry of this formula, charge and spin) is 655.16 kJ/mol. The LUMO energy comes out at -1.273 eV. As for the highest occupied orbital energy: -7.0 eV.



Record 2
This record from OMol25 describes C40H64Ge2N5O2PSSiTi as an isolated structure. The level of theory is ωB97M-V with the def2-TZVPD basis set.

Each line ends with the Mulliken charge.
CARTESIAN COORDINATES (ANGSTROEM)
Ti  0.0809  0.3210  -0.1174  -0.1307
C  -2.8943  -1.6528  4.4321  -0.8367
Si  -3.5992  0.0422  4.0718  0.0686
C  -5.1634  -0.1594  3.0604  -1.0227
C  -3.9753  0.9112  5.6896  -1.2426
C  -2.5034  1.2277  3.0415  0.6622
C  -2.6768  2.5960  3.1868  -0.2331
C  -2.0658  3.5204  2.3342  -1.6083
C  -1.3195  3.0296  1.2869  -0.4982
N  -1.1199  1.7233  1.1258  1.1703
C  -1.6324  0.8378  1.9974  0.2263
S  -1.0740  -0.7959  1.7005  -0.7935
H  -3.5528  -2.1336  5.1610  0.4432
H  -1.8920  -1.6284  4.8515  0.2071
H  -2.8669  -2.2718  3.5380  0.3159
H  -5.8854  -0.8044  3.5642  0.5135
H  -4.9273  -0.6068  2.0938  0.1454
H  -5.6383  0.8061  2.8745  0.2917
H  -4.6228  0.2778  6.2979  0.4052
H  -4.5009  1.8567  5.5488  0.4063
H  -3.0731  1.1096  6.2708  0.3322
H  -3.3174  2.9688  3.9783  0.3652
H  -2.2021  4.5848  2.4570  0.5718
H  -0.8696  3.6833  0.5453  0.3314
O  2.5882  1.9936  -0.9645  -0.8278
C  1.7448  1.4636  -0.2697  0.4132
N  1.5799  1.1168  1.0174  1.6600
P  2.7924  1.2412  2.1344  -1.2916
N  3.1202  2.8258  2.4014  0.8795
C  3.4851  3.3434  3.7252  -0.5996
C  2.5599  4.4890  4.1123  -0.4834
C  2.5767  5.5879  3.0520  -1.1690
C  2.2844  5.0113  1.6732  -0.0143
C  3.2274  3.8591  1.3600  -0.7004
N  4.0844  0.4106  1.5848  0.3851
C  5.4187  0.9759  1.3721  -0.7756
C  5.7949  0.9231  -0.1017  -0.3586
C  5.6891  -0.5045  -0.6270  -1.2493
C  4.2947  -1.0710  -0.3759  -0.0103
C  3.9266  -0.9619  1.0969  -0.8198
N  2.3405  0.6073  3.5679  0.7649
C  3.2409  -0.1689  4.4226  -0.5903
C  2.5116  -1.3490  5.0424  -0.8038
C  1.2975  -0.8595  5.8249  -1.0410
C  0.3939  -0.0244  4.9268  0.3940
C  1.1549  1.1086  4.2642  -0.3267
H  4.5255  3.6898  3.6858  0.4883
H  3.4394  2.5384  4.4562  -0.0050
H  2.8652  4.8863  5.0822  0.4677
H  1.5440  4.0965  4.2225  0.1003
H  3.5668  6.0566  3.0406  0.3564
H  1.8613  6.3718  3.3031  0.4475
H  1.2570  4.6367  1.6309  -0.2204
H  2.3838  5.7825  0.9058  0.4218
H  4.2659  4.2133  1.3364  0.5563
H  3.0197  3.4228  0.3898  0.0798
H  6.1358  0.3972  1.9674  0.4069
H  5.4269  1.9956  1.7532  0.3372
H  6.8097  1.3054  -0.2257  0.4842
H  5.1171  1.5724  -0.6602  0.0417
H  6.4319  -1.1336  -0.1238  0.3951
H  5.9202  -0.5336  -1.6923  0.4520
H  4.2472  -2.1201  -0.6763  0.5666
H  3.5616  -0.5185  -0.9714  -0.4115
H  4.5782  -1.6091  1.6978  0.5887
H  2.8952  -1.2801  1.2765  0.3024
H  3.6139  0.4840  5.2258  0.3088
H  4.1000  -0.4827  3.8316  0.3037
H  3.2013  -1.8866  5.6956  0.4268
H  2.1993  -2.0370  4.2510  0.2725
H  1.6369  -0.2598  6.6771  0.3745
H  0.7416  -1.7034  6.2361  0.3812
H  -0.4326  0.4041  5.4961  0.1143
H  -0.0297  -0.6586  4.1465  -0.3976
H  1.4818  1.8263  5.0318  0.2153
H  0.5338  1.6513  3.5519  -0.0857
C  -1.1286  -1.4282  -3.7998  -1.2890
Ge  -0.5276  0.4291  -3.9136  1.0442
C  1.4079  0.6275  -3.9617  -0.6064
C  -1.3474  1.3086  -5.4515  -1.3040
Ge  -1.3994  1.7732  -2.0614  -1.5838
C  -3.1471  1.3439  -1.3631  1.1477
C  -3.9275  2.2405  -0.6264  -0.1169
C  -5.1291  1.8424  -0.0705  -0.6619
C  -5.5732  0.5364  -0.2328  -0.6798
C  -4.8094  -0.3711  -0.9459  -0.7746
C  -3.6030  0.0304  -1.5012  -0.0151
C  -1.0291  3.6536  -2.2386  0.7482
C  -2.0389  4.5973  -2.4397  -0.3302
C  -1.7266  5.9386  -2.5951  -0.7415
C  -0.4051  6.3534  -2.5498  -0.6067
C  0.6089  5.4269  -2.3631  -0.6789
C  0.3014  4.0828  -2.2131  -0.2539
H  -0.4761  -2.0559  -4.4077  0.4454
H  -2.1417  -1.5046  -4.1930  0.4582
H  -1.1151  -1.8046  -2.7792  0.2701
H  1.8288  -0.0825  -4.6742  0.4938
H  1.8619  0.4702  -2.9847  -0.2165
H  1.6544  1.6382  -4.2864  0.3698
H  -1.0396  0.8215  -6.3769  0.4585
H  -1.0481  2.3560  -5.4823  0.3791
H  -2.4337  1.2646  -5.3749  0.3786
H  -3.5968  3.2625  -0.4787  0.3355
H  -5.7244  2.5511  0.4909  0.4399
H  -6.5132  0.2263  0.2048  0.3920
H  -5.1502  -1.3909  -1.0691  0.4528
H  -3.0174  -0.6935  -2.0553  0.0580
H  -3.0771  4.2881  -2.4907  0.4901
H  -2.5154  6.6617  -2.7561  0.4348
H  -0.1648  7.4016  -2.6716  0.4043
H  1.6420  5.7502  -2.3444  0.5012
H  1.1014  3.3650  -2.0701  0.2385
C  1.1555  -2.4313  -1.1613  -0.9374
O  0.7113  -1.1320  -0.8854  -0.1904
H  1.1483  -2.5897  -2.2414  0.2299
H  0.4940  -3.1535  -0.6782  0.3247
H  2.1735  -2.5496  -0.7843  0.1958

Its HOMO-LUMO gap (spin up / spin down) is 7.43 / 5.87 eV. The total energy is -8019.19147 Eh. Its multiplicity is 2. The value obtained for the relative energy (zero: lowest compared OMol25 entry of this formula, charge and spin) is 109.52 kJ/mol. The charge is +1. The LUMO energy (spin up / spin down) comes out at -2.468 / -4.263 eV. As for the highest occupied orbital energy (spin up / spin down): -9.9 / -10.1 eV. As for the expectation value of S²: 0.767.



Record 3
This record from OMol25 describes one molecule with the formula C2H7BO3. The level of theory is ωB97M-V with the def2-TZVPD basis set.

Each line ends with the Mulliken charge.
CARTESIAN COORDINATES (ANGSTROEM)
B  1.4377  -0.3023  -0.4047  0.3501
C  -0.8180  0.9917  0.8118  -1.2053
C  -0.4322  0.0621  -0.3790  0.6144
O  -0.7353  0.6331  -1.5856  -0.5151
O  1.7947  -1.1862  0.5212  -0.5238
O  -1.1218  -1.1634  -0.3156  -0.5628
H  -0.7643  1.9921  0.4056  0.3306
H  -1.8618  0.7241  0.9914  0.3491
H  -0.4060  0.7227  1.8616  0.2878
H  2.5180  0.2485  -0.9053  -0.0868
H  -1.7090  0.6274  -1.6607  0.3067
H  2.6465  -1.3274  0.9588  0.3367
H  -0.5486  -2.0223  -0.2995  0.3184

Its HOMO-LUMO gap is 9.66 eV. The total energy is -330.94359 Eh. Its multiplicity is 1. The value obtained for the relative energy (zero: lowest compared OMol25 entry of this formula, charge and spin) is 458.52 kJ/mol. The LUMO energy comes out at 0.417 eV. As for the highest occupied orbital energy: -9.2 eV.



Record 4
This record from OMol25 describes C24H22N4NiO6PS6 as an isolated structure. The level of theory is ωB97M-V with the def2-TZVPD basis set.

Each line ends with the Mulliken charge.
CARTESIAN COORDINATES (ANGSTROEM)
Ni  0.8277  0.3625  0.8356  -0.0175
S  2.5586  -5.6683  4.0390  -0.4025
C  2.3093  -4.0741  3.5642  0.0767
S  3.3809  -3.1953  2.5600  -0.1655
C  2.4950  -1.6919  2.4310  -0.0281
C  1.3155  -1.6583  3.1168  0.0689
S  0.1935  -0.3457  3.1139  -0.4120
S  0.9357  -3.1421  3.9702  -0.1347
S  3.1054  -0.4140  1.4253  -0.4294
S  2.2642  1.0077  -2.1428  -0.4993
C  1.2712  1.3412  -0.8315  0.4290
O  0.6785  2.5877  -1.0475  -0.4591
C  -0.1204  3.1390  -0.1062  0.5394
O  -0.1562  2.8338  1.0523  -0.6493
C  -0.9544  4.2387  -0.6915  0.5113
C  -0.9552  4.5211  -2.0516  -0.2550
C  -1.7547  5.5423  -2.5426  -0.6123
C  -2.5553  6.2804  -1.6806  -0.3312
C  -2.5574  5.9933  -0.3219  -0.6179
C  -1.7580  4.9732  0.1705  -0.4658
H  -0.3409  3.9235  -2.7100  0.4552
H  -1.7615  5.7565  -3.6047  0.3707
H  -3.1836  7.0740  -2.0687  0.3716
H  -3.1881  6.5601  0.3525  0.3765
H  -1.7479  4.7173  1.2219  0.4418
C  1.3220  -4.3936  -1.9092  -0.7920
N  1.7845  -2.9726  -2.1425  0.2508
C  0.8414  -2.2924  -3.1345  -0.7339
N  -0.5066  -2.3775  -2.6976  0.1698
C  -0.8772  -3.7616  -2.4581  -0.9414
N  -0.0320  -4.4330  -1.4730  0.1428
C  -0.1933  -3.8133  -0.1318  -1.4801
P  0.2305  -1.9723  0.0018  1.8280
C  1.8619  -2.1937  -0.8487  -1.2286
C  -0.7487  -1.5167  -1.5169  -1.0824
H  1.9860  -4.8256  -1.1597  0.4002
H  1.4298  -4.9199  -2.8623  0.3435
H  2.7182  -2.9787  -2.5513  0.3429
H  0.9779  -2.8193  -4.0840  0.3212
H  1.1718  -1.2542  -3.1999  0.2275
H  -0.8069  -4.3128  -3.4029  0.3038
H  -1.9082  -3.7918  -2.1070  0.3903
H  0.4299  -4.3620  0.5804  0.3646
H  -1.2313  -3.9576  0.1768  0.4307
H  2.5574  -2.7161  -0.1906  0.2900
H  2.2792  -1.2172  -1.0932  0.3732
H  -0.5317  -0.4798  -1.7719  0.4060
H  -1.8089  -1.5643  -1.2634  0.3967
O  -2.2543  1.9599  -1.0503  -0.8514
C  -2.3711  1.1560  -0.1084  0.0391
O  -1.5001  0.4676  0.4658  -0.2302
C  -3.7897  0.9586  0.4550  -0.0927
C  -4.8847  1.5382  -0.1781  -0.2036
C  -6.1649  1.3526  0.3130  -0.5632
C  -6.3260  0.5841  1.4570  0.1358
C  -5.2514  0.0048  2.1171  -0.4789
C  -3.9787  0.1959  1.6049  -0.3535
N  -7.6783  0.3810  1.9838  0.9917
O  -8.6158  0.8795  1.3805  -0.6468
O  -7.8177  -0.3252  2.9670  -0.6359
H  -4.6952  2.1381  -1.0588  0.5087
H  -7.0300  1.7882  -0.1644  0.4548
H  -5.4214  -0.5787  3.0098  0.4739
H  -3.1023  -0.2329  2.0779  0.5670

Its HOMO-LUMO gap (spin up / spin down) is 4.42 / 4.35 eV. The total energy is -5836.99500 Eh. Its multiplicity is 2. The value obtained for the relative energy (zero: lowest compared OMol25 entry of this formula, charge and spin) is 182.17 kJ/mol. The charge is -2. The LUMO energy (spin up / spin down) comes out at 3.568 / 3.569 eV. As for the highest occupied orbital energy (spin up / spin down): -0.9 / -0.8 eV. As for the expectation value of S²: 0.768.